Formula: CH6N2
Source: OMol25
Level of theory: ωB97M-V with the def2-TZVPD basis set

Properties
frontier orbital gap: 8.98 eV
calculated total energy: -4111.08222 eV
F_max: 5.95 eV Å⁻¹
energy relative to the best compared isomer or geometry (same formula, charge and spin): 75.0 kcal per mole
charge: 0

Geometry as XYZ:
```
9
Properties=species:S:1:pos:R:3:mulliken_charge:R:1
C -0.874 0.091 0.136 -0.654
N 1.458 -0.093 -0.026 -0.327
N 0.415 0.738 0.170 -0.252
H -0.785 -1.011 -0.237 0.200
H -1.341 -0.017 1.073 0.218
H -1.600 0.668 -0.584 0.231
H 2.331 0.260 0.341 0.209
H 1.230 -0.975 -0.366 0.191
H 0.211 1.560 -0.941 0.183
```

---

Formula: CH6N2
Source: OMol25
Level of theory: ωB97M-V with the def2-TZVPD basis set

Properties
frontier orbital gap (alpha / beta): 12.04 / 6.16 eV
calculated total energy: -4104.12803 eV
<S²>: 0.754
F_max: 4.92 eV Å⁻¹
energy relative to the best compared isomer or geometry (same formula, charge and spin): 0.0 kcal per mole
charge: +1
2S+1: 2

Geometry as XYZ:
```
9
Properties=species:S:1:pos:R:3:mulliken_spin:R:1
N -0.844 0.276 0.775 0.752
C 0.204 0.433 -0.118 0.068
N 0.604 -0.716 -1.022 0.009
H -0.727 1.095 1.362 -0.007
H -0.761 -0.540 1.363 0.001
H -0.058 1.289 -0.821 0.046
H 1.155 0.665 0.484 0.120
H 0.682 -1.618 -0.539 0.000
H -0.255 -0.885 -1.484 0.010
```

---

Formula: CH6N2O2
Source: OMol25
Level of theory: ωB97M-V with the def2-TZVPD basis set

Properties
frontier orbital gap: 10.39 eV
SMILES: NC(N)=O.O
calculated total energy: -8209.79183 eV
F_max: 4.17 eV Å⁻¹
energy relative to the best compared isomer or geometry (same formula, charge and spin): 25.0 kcal per mole
charge: 0

Geometry as XYZ:
```
11
Properties=species:S:1:pos:R:3:mulliken_charge:R:1
N -1.859 -0.251 0.832 -0.383
C -0.537 -0.176 0.674 0.522
N -0.266 0.966 -0.084 -0.465
O 0.255 -1.000 0.987 -0.540
H -2.640 0.356 0.476 0.181
H -2.224 -0.849 1.525 0.221
H -0.948 1.224 -0.789 0.210
H 0.621 1.104 -0.488 0.270
O 2.228 -0.293 -1.069 -0.622
H 2.496 -1.034 -1.686 0.295
H 2.871 -0.047 -0.379 0.313
```

---

Formula: CH6N2O2
Source: OMol25
Level of theory: ωB97M-V with the def2-TZVPD basis set

Properties
frontier orbital gap: 10.78 eV
SMILES: N[C@@H](O)NO
calculated total energy: -8207.83809 eV
F_max: 1.23 eV Å⁻¹
energy relative to the best compared isomer or geometry (same formula, charge and spin): 70.0 kcal per mole
charge: 0

Geometry as XYZ:
```
11
Properties=species:S:1:pos:R:3:mulliken_charge:R:1
N 0.328 1.426 0.510 -0.637
C 0.238 0.179 -0.198 0.167
O 1.208 -0.720 0.280 -0.572
N -1.104 -0.311 -0.071 -0.284
O -1.233 -1.443 -0.973 -0.414
H -0.502 1.983 0.349 0.235
H 1.138 1.955 0.210 0.229
H 0.380 0.195 -1.308 0.373
H 1.311 -0.556 1.227 0.337
H -1.271 -0.635 0.884 0.236
H -0.493 -2.074 -0.909 0.331
```

---

Formula: CH6N2O3
Source: OMol25
Level of theory: ωB97M-V with the def2-TZVPD basis set

Properties
frontier orbital gap: 10.57 eV
SMILES: N[N+](=O)[O-].CO
calculated total energy: -10253.32792 eV
F_max: 2.23 eV Å⁻¹
energy relative to the best compared isomer or geometry (same formula, charge and spin): 64.3 kcal per mole
charge: 0

Geometry as XYZ:
```
12
Properties=species:S:1:pos:R:3:mulliken_charge:R:1
N 1.729 -1.082 0.470 -0.463
N 1.792 0.236 0.707 1.136
O 1.356 0.979 -0.216 -0.664
O 2.263 0.597 1.749 -0.591
H 1.104 -1.363 -0.280 0.300
H 1.894 -1.700 1.252 0.264
C -2.034 0.390 -0.503 -0.560
O -0.852 -0.191 -1.000 -0.493
H -2.788 -0.392 -0.440 0.217
H -2.413 1.189 -1.152 0.250
H -1.896 0.804 0.503 0.253
H -0.155 0.533 -1.089 0.351
```

---

Formula: CH6N2O3S
Source: OMol25
Level of theory: ωB97M-V with the def2-TZVPD basis set

Properties
frontier orbital gap (alpha / beta): 9.59 / 7.22 eV
calculated total energy: -21086.91334 eV
F_max: 2.65 eV Å⁻¹
energy relative to the best compared isomer or geometry (same formula, charge and spin): 106.6 kcal per mole
charge: 0

Geometry as XYZ:
```
13
Properties=species:S:1:pos:R:3:mulliken_charge:R:1
C -2.128 -0.144 -0.172 -0.479
N 2.561 1.486 0.205 -0.512
N -0.149 -1.436 -0.123 -0.453
O 3.125 -0.848 0.774 -0.534
O 2.776 -0.432 -1.644 -0.510
O -1.028 -0.707 0.616 -0.066
S 2.348 -0.181 -0.264 0.945
H -1.832 0.381 -1.097 0.254
H -2.715 0.685 0.348 0.248
H -2.877 -0.937 -0.390 0.260
H 3.334 1.674 0.878 0.281
H 2.601 2.129 -0.567 0.271
H 0.404 -2.104 0.503 0.296
```

---

Formula: CH6N2O3S
Source: OMol25
Level of theory: ωB97M-V with the def2-TZVPD basis set

Properties
frontier orbital gap (alpha / beta): 8.23 / 9.29 eV
calculated total energy: -21086.62201 eV
F_max: 4.07 eV Å⁻¹
energy relative to the best compared isomer or geometry (same formula, charge and spin): 113.3 kcal per mole
charge: 0

Geometry as XYZ:
```
13
Properties=species:S:1:pos:R:3:mulliken_charge:R:1
C 2.584 0.822 0.545 -0.310
N 1.504 -0.335 -1.163 -0.500
N -2.195 -0.820 0.029 -0.573
O -2.611 1.495 -0.877 -0.535
O -1.052 1.046 1.094 -0.539
O 2.333 0.645 -0.718 -0.029
S -1.359 0.591 -0.237 0.746
H 3.372 1.533 0.635 0.281
H 2.157 0.335 1.313 0.373
H 1.531 -0.425 -2.156 0.198
H -3.490 1.443 -0.540 0.318
H -1.464 -1.405 0.592 0.301
H -2.521 -1.299 -0.821 0.270
```

---

Formula: CH6N2O3S
Source: OMol25
Level of theory: ωB97M-V with the def2-TZVPD basis set

Properties
frontier orbital gap: 10.09 eV
calculated total energy: -21087.99027 eV
F_max: 3.90 eV Å⁻¹
energy relative to the best compared isomer or geometry (same formula, charge and spin): 81.7 kcal per mole
charge: 0

Geometry as XYZ:
```
13
Properties=species:S:1:pos:R:3:mulliken_charge:R:1
C 2.790 -1.059 0.381 -0.171
N 1.941 -0.644 -0.473 -0.505
N -0.844 1.475 0.058 -0.131
O -2.681 0.082 -0.966 -0.665
O -1.286 -1.076 0.514 -0.478
O -1.860 2.444 -0.219 -0.420
S -1.223 0.053 -0.715 0.718
H 3.744 -0.561 0.641 0.240
H -1.962 -1.194 1.184 0.311
H 2.816 -2.075 0.941 0.179
H 1.233 -1.392 -0.695 0.264
H -0.001 1.951 -0.152 0.291
H -2.667 1.995 -0.499 0.366
```

---

Formula: CH6N2OPS
Source: OMol25
Level of theory: ωB97M-V with the def2-TZVPD basis set

Properties
frontier orbital gap: 9.36 eV
SMILES: [NH3+][C@]1(NP)OS1
calculated total energy: -26275.98715 eV
F_max: 3.34 eV Å⁻¹
energy relative to the best compared isomer or geometry (same formula, charge and spin): 46.4 kcal per mole
charge: +1

Geometry as XYZ:
```
12
Properties=species:S:1:pos:R:3:mulliken_charge:R:1
N -1.179 1.236 -0.011 -0.457
C -0.377 -0.191 0.079 0.503
N 0.889 -0.057 0.638 -0.374
P 2.409 -0.728 -0.012 0.064
O -0.508 -0.970 -1.047 -0.332
S -1.479 -1.522 0.175 -0.019
H -0.519 2.011 0.147 0.365
H -2.096 1.399 0.629 0.408
H -1.553 1.245 -1.035 0.396
H 0.778 0.160 1.664 0.291
H 1.920 -1.962 0.100 0.067
H 1.716 -0.622 -1.326 0.089
```

---

Formula: CH6N2OS
Source: OMol25
Level of theory: ωB97M-V with the def2-TZVPD basis set

Properties
frontier orbital gap: 10.33 eV
SMILES: C[S@](=N)(N)=O
calculated total energy: -16993.93331 eV
F_max: 6.75 eV Å⁻¹
energy relative to the best compared isomer or geometry (same formula, charge and spin): 82.5 kcal per mole
charge: 0

Geometry as XYZ:
```
11
Properties=species:S:1:pos:R:3:mulliken_charge:R:1
C -0.680 0.018 -1.259 -0.874
S 0.717 -0.265 0.006 0.798
N 0.620 -1.757 0.137 -0.636
N 0.161 0.520 1.455 -0.531
O 2.188 0.442 -0.387 -0.609
H -1.375 -0.799 -0.956 0.323
H -1.037 0.951 -1.337 0.408
H -0.164 -0.211 -2.259 0.279
H 1.473 -2.206 0.389 0.261
H 0.761 0.262 2.301 0.283
H 0.186 1.611 1.286 0.299
```

---

Formula: CH6N2P2
Source: OMol25
Level of theory: ωB97M-V with the def2-TZVPD basis set

Properties
frontier orbital gap: 8.11 eV
calculated total energy: -22688.87648 eV
F_max: 3.61 eV Å⁻¹
energy relative to the best compared isomer or geometry (same formula, charge and spin): 48.1 kcal per mole
charge: 0

Geometry as XYZ:
```
11
Properties=species:S:1:pos:R:3:mulliken_charge:R:1
C -1.378 1.459 0.305 -0.224
N -0.575 0.455 0.342 -0.202
N 1.955 -0.916 -0.538 -0.513
P -1.110 -1.159 0.225 -0.051
P 1.758 0.419 0.233 0.167
H -1.035 2.489 0.262 0.255
H -2.478 1.370 0.096 0.212
H 2.450 -1.146 -1.400 0.200
H -1.155 -1.283 -1.203 0.059
H 0.091 -1.646 0.225 0.078
H 1.477 -0.041 1.452 0.020
```

---

Formula: CH6N2S
Source: OMol25
Level of theory: ωB97M-V with the def2-TZVPD basis set

Properties
frontier orbital gap: 7.68 eV
calculated total energy: -14945.78720 eV
F_max: 3.14 eV Å⁻¹
energy relative to the best compared isomer or geometry (same formula, charge and spin): 87.6 kcal per mole
charge: 0

Geometry as XYZ:
```
10
Properties=species:S:1:pos:R:3:mulliken_charge:R:1
C 0.253 -0.483 0.956 -0.695
N 0.266 0.329 -0.279 -0.523
N -2.451 0.668 -0.599 -0.315
S -3.029 -0.581 -0.111 0.116
H 0.063 0.056 1.902 0.214
H -0.401 -1.387 0.801 0.269
H 1.285 -0.849 0.941 0.272
H -0.721 0.346 -0.547 0.308
H 0.637 1.321 -0.126 0.235
H -2.666 -0.546 1.446 0.119
```

---

Formula: CH6N3
Source: OMol25
Level of theory: ωB97M-V with the def2-TZVPD basis set

Properties
frontier orbital gap: 7.08 eV
calculated total energy: -5594.70730 eV
F_max: 4.10 eV Å⁻¹
energy relative to the best compared isomer or geometry (same formula, charge and spin): 97.7 kcal per mole
charge: +1

Geometry as XYZ:
```
10
Properties=species:S:1:pos:R:3:mulliken_charge:R:1
C -1.231 -0.386 -0.041 0.002
N -2.500 -0.386 0.066 -0.192
N 2.142 0.885 0.200 -0.147
N 2.640 -0.154 -0.154 -0.253
H -0.781 -1.123 -0.583 0.331
H -3.160 -1.052 -0.339 0.296
H 2.795 1.679 0.199 0.204
H 3.615 -0.298 -0.265 0.222
H -0.510 0.497 0.343 0.239
H -3.010 0.339 0.576 0.298
```

---

Formula: CH6N3O2
Source: OMol25
Level of theory: ωB97M-V with the def2-TZVPD basis set

Properties
frontier orbital gap: 11.82 eV
SMILES: NC(N)=[NH+]OO
calculated total energy: -9688.88255 eV
F_max: 2.98 eV Å⁻¹
energy relative to the best compared isomer or geometry (same formula, charge and spin): 25.0 kcal per mole
charge: +1

Geometry as XYZ:
```
12
Properties=species:S:1:pos:R:3:mulliken_charge:R:1
N 0.048 -1.462 -0.434 -0.324
C 0.038 -0.221 -0.076 0.759
N -0.611 0.069 1.038 -0.279
N 0.736 0.718 -0.764 -0.084
O 0.560 1.958 -0.187 -0.121
O -0.823 2.243 -0.264 -0.415
H -0.482 -2.127 -0.001 0.174
H 0.664 -1.733 -1.158 0.204
H -0.820 -0.558 1.746 0.190
H -0.830 1.037 1.131 0.247
H 1.044 0.490 -1.695 0.272
H -1.036 3.172 0.106 0.378
```

---

Formula: CH6N4
Source: OMol25
Level of theory: ωB97M-V with the def2-TZVPD basis set

Properties
frontier orbital gap (alpha / beta): 7.51 / 7.59 eV
calculated total energy: -7089.50835 eV
F_max: 3.92 eV Å⁻¹
energy relative to the best compared isomer or geometry (same formula, charge and spin): 104.9 kcal per mole
charge: 0

Geometry as XYZ:
```
11
Properties=species:S:1:pos:R:3:mulliken_charge:R:1
C -1.425 0.240 0.257 -0.595
N 2.268 0.043 0.277 -0.824
N 1.090 0.325 0.580 0.191
N 0.452 -0.656 -1.257 -1.018
N 0.062 0.013 -0.182 0.673
H -2.116 0.544 -0.656 0.242
H -1.839 -0.743 0.580 0.286
H -1.378 1.003 1.105 0.256
H 2.214 -0.546 -0.466 0.316
H 0.984 1.063 1.327 0.312
H -0.313 -1.286 -1.564 0.162
```

---

Formula: CH6N4
Source: OMol25
Level of theory: ωB97M-V with the def2-TZVPD basis set

Properties
frontier orbital gap: 7.01 eV
calculated total energy: -7091.28961 eV
F_max: 1.14 eV Å⁻¹
energy relative to the best compared isomer or geometry (same formula, charge and spin): 63.8 kcal per mole
charge: 0

Geometry as XYZ:
```
11
Properties=species:S:1:pos:R:3:mulliken_charge:R:1
C 0.339 -0.308 -0.461 0.129
N -1.287 0.275 0.325 -0.682
N 1.083 -1.048 0.401 -0.378
N 0.924 1.025 -0.850 0.045
N 0.329 2.047 -0.619 -0.650
H -0.038 -0.851 -1.324 0.237
H 1.347 -1.995 0.186 0.211
H -2.153 0.004 -0.119 0.257
H -1.292 0.061 1.313 0.242
H 1.687 -0.549 1.038 0.236
H -0.939 1.340 0.109 0.352
```

---

Formula: CH6N4O
Source: OMol25
Level of theory: ωB97M-V with the def2-TZVPD basis set

Properties
frontier orbital gap: 9.87 eV
SMILES: N/N=N\[C@H](N)O
calculated total energy: -9140.26489 eV
F_max: 1.49 eV Å⁻¹
energy relative to the best compared isomer or geometry (same formula, charge and spin): 61.5 kcal per mole
charge: 0

Geometry as XYZ:
```
12
Properties=species:S:1:pos:R:3:mulliken_charge:R:1
N 0.587 1.623 -0.450 -0.141
N -0.734 1.508 -0.407 -0.225
N -1.321 0.470 -0.131 -0.315
C -0.624 -0.769 0.147 0.104
N -0.035 -0.750 1.451 -0.600
O 0.385 -1.075 -0.836 -0.574
H 0.914 2.453 -0.919 0.272
H 1.184 0.797 -0.489 0.226
H -1.383 -1.564 0.124 0.399
H 0.506 0.091 1.612 0.287
H 0.554 -1.554 1.583 0.244
H -0.033 -1.230 -1.685 0.321
```

---

Formula: CH6N4O
Source: OMol25
Level of theory: ωB97M-V with the def2-TZVPD basis set

Properties
frontier orbital gap (alpha / beta): 9.39 / 9.39 eV
calculated total energy: -9117.23438 eV
F_max: 5.69 eV Å⁻¹
energy relative to the best compared isomer or geometry (same formula, charge and spin): 35.5 kcal per mole
charge: +2

Geometry as XYZ:
```
12
Properties=species:S:1:pos:R:3:mulliken_charge:R:1
C 7.498 0.535 -0.801 0.204
N -10.544 -0.691 -0.331 -0.170
N 8.373 0.436 0.227 -0.084
N -11.396 0.041 0.032 -0.002
N 7.626 -0.649 0.630 0.035
O 6.839 -0.558 -0.446 -0.140
H 7.471 1.178 -1.660 0.389
H -9.499 -0.751 0.005 0.364
H 9.127 0.947 0.695 0.306
H -11.122 1.265 1.054 0.470
H -12.319 -0.204 -0.286 0.338
H 7.945 -1.549 0.881 0.290
```

---

Formula: CH6N4O
Source: OMol25
Level of theory: ωB97M-V with the def2-TZVPD basis set

Properties
frontier orbital gap (alpha / beta): 8.20 / 8.20 eV
SMILES: [H]/N=[NH+]/O/C=[NH+]/N
calculated total energy: -9118.32310 eV
F_max: 2.10 eV Å⁻¹
energy relative to the best compared isomer or geometry (same formula, charge and spin): 10.4 kcal per mole
charge: +2

Geometry as XYZ:
```
12
Properties=species:S:1:pos:R:3:mulliken_charge:R:1
H -3.611 -0.879 -0.086 0.361
N -2.601 -0.722 -0.037 -0.422
N -2.138 0.390 -0.023 0.574
O -0.829 0.698 0.052 -0.171
C 0.242 -0.160 0.113 0.216
N 1.414 0.370 -0.025 0.381
N 2.569 -0.237 -0.025 -0.617
H -2.635 1.316 -0.059 0.348
H 0.074 -1.223 0.277 0.415
H 1.450 1.398 -0.154 0.364
H 3.431 0.298 -0.101 0.288
H 2.634 -1.248 0.068 0.264
```

---

Formula: CH6N4O
Source: OMol25
Level of theory: ωB97M-V with the def2-TZVPD basis set

Properties
frontier orbital gap (alpha / beta): 8.52 / 8.49 eV
calculated total energy: -9117.59149 eV
F_max: 5.61 eV Å⁻¹
energy relative to the best compared isomer or geometry (same formula, charge and spin): 27.3 kcal per mole
charge: +2

Geometry as XYZ:
```
12
Properties=species:S:1:pos:R:3:mulliken_charge:R:1
C 0.769 -0.397 -1.668 0.278
N 0.633 -1.318 -0.550 0.120
N -0.085 0.730 -1.287 0.160
N 0.476 -0.828 0.690 -0.144
N -0.245 1.093 -0.017 -0.134
O 1.353 -0.610 -2.615 -0.146
H 0.408 -2.353 -0.566 0.349
H -0.704 1.043 -1.916 0.247
H 0.090 -1.393 1.320 0.256
H 1.196 -0.407 1.230 0.342
H 0.584 1.487 0.341 0.359
H -1.102 1.598 0.056 0.312
```